A structure of composition C16H19Cl31O6S in a non-equilibrium geometry, computed with wB97M-V/def2-TZVPD.

Structure (XYZ):
```
73
Properties=species:S:1:pos:R:3:forces:R:3:lowdin_charge:R:1
C 3.34270 2.82339 0.60037 -0.5 -0.3 0.3 -0.065
C 2.49059 1.60065 0.20109 1.2 -0.1 0.3 -0.246
O 1.07778 1.87088 0.25343 1.0 0.2 -1.1 -0.082
C 0.57904 2.29408 -0.95882 -1.4 0.5 0.2 -0.309
O 1.20081 3.47097 -1.52995 -0.1 0.8 0.1 -0.134
S 0.30693 4.80124 -1.26097 0.1 -0.5 0.1 0.615
O 0.43888 5.74504 -2.28681 -0.3 -0.2 -1.8 -0.193
O 0.55725 5.32123 0.02504 -0.1 -0.6 1.4 -0.201
O -1.11377 4.00184 -1.32727 1.0 0.2 -0.5 -0.193
C -0.82189 2.83142 -0.56285 -0.3 -0.7 1.8 -0.316
C -1.98501 1.84413 -0.34387 -0.3 1.9 -0.4 -0.051
C -2.80023 2.32105 0.88399 1.1 0.7 -1.8 -0.797
O -3.17210 1.54872 1.66204 -1.1 -1.6 2.1 0.003
Cl -3.12201 4.06769 1.12587 0.2 -0.4 -0.2 0.694
H 2.92345 3.22078 1.53664 0.1 0.1 -0.3 0.076
H 3.34209 3.59993 -0.16948 0.0 -0.1 0.2 0.070
H 4.37114 2.50957 0.82899 -0.2 0.0 -0.3 0.073
H 2.67167 0.82617 0.95520 -0.2 0.0 -0.4 0.063
H 2.82072 1.22829 -0.79470 -0.6 0.1 0.5 0.075
H 0.62495 1.54692 -1.76374 0.1 0.0 0.3 0.182
H -0.63255 3.21296 0.45630 0.2 -0.1 -0.3 0.125
H -2.67846 1.86642 -1.19846 0.2 -0.3 0.1 0.140
H -1.65394 0.83320 -0.09472 0.0 0.2 -0.2 0.107
C 4.81572 -0.57649 -2.63035 0.0 0.1 0.1 -1.554
Cl 5.17640 -1.03556 -0.96307 0.0 0.0 0.0 0.528
Cl 3.30790 -1.32320 -3.16756 0.1 0.0 0.0 0.519
Cl 4.73198 1.17823 -2.79087 0.0 0.1 0.1 0.531
H 5.61897 -0.93496 -3.26618 -0.3 0.1 0.2 -0.100
C -5.69643 5.23000 -2.07768 0.1 0.1 0.0 -1.536
Cl -3.93470 5.33164 -2.01181 -0.1 0.0 -0.2 0.543
Cl -6.26555 3.93959 -1.02456 -0.1 0.0 0.0 0.500
Cl -6.43314 6.77032 -1.62689 0.0 0.0 -0.1 0.531
H -5.98661 5.00044 -3.09558 0.0 0.0 0.0 0.013
C 7.09756 -3.83370 -4.56342 -0.1 -0.1 0.1 -1.506
Cl 7.46016 -4.29355 -2.89821 0.1 0.0 -0.1 0.532
Cl 5.59507 -4.58425 -5.10494 0.1 0.0 0.0 0.535
Cl 7.00631 -2.07478 -4.71956 0.3 -0.1 -0.3 0.574
H 7.90188 -4.18690 -5.19683 0.0 0.1 0.0 0.015
C -7.65960 0.99335 0.86528 0.1 0.0 0.0 -1.517
Cl -5.90413 1.18942 0.88506 -0.2 0.0 0.0 0.563
Cl -8.10446 -0.33658 1.93272 -0.2 0.0 -0.1 0.518
Cl -8.47403 2.48493 1.33907 0.0 -0.1 0.0 0.535
H -7.96608 0.74443 -0.14358 0.0 0.0 0.0 0.018
C 4.27375 -6.22192 -1.48813 0.0 0.1 0.0 -1.558
Cl 4.65060 -6.69872 0.17006 0.0 0.0 -0.1 0.527
Cl 2.77741 -6.98659 -2.03148 0.1 0.0 0.0 0.526
Cl 4.16257 -4.46766 -1.62295 -0.1 0.0 0.1 0.478
H 5.07939 -6.55988 -2.12951 0.0 0.0 0.0 0.000
C -3.84274 -2.02066 1.42485 0.1 0.0 0.1 -1.560
Cl -5.04173 -3.31535 1.35305 0.0 0.1 0.0 0.517
Cl -2.42603 -2.53273 2.34423 -0.1 0.0 -0.1 0.525
Cl -3.38053 -1.51186 -0.20510 0.0 0.0 0.0 0.543
H -4.28846 -1.17147 1.93156 0.0 0.0 0.0 -0.051
C 2.78099 0.20956 4.33826 -0.1 0.0 -0.1 -1.530
Cl 4.21335 0.17931 3.30271 0.0 0.0 0.0 0.540
Cl 1.47888 1.12974 3.58040 0.0 0.0 0.1 0.568
Cl 2.24958 -1.43172 4.71035 0.0 0.1 0.0 0.529
H 3.04625 0.69915 5.26708 0.0 0.0 0.0 0.013
C -5.07049 -1.81614 5.57232 0.1 0.1 0.1 -1.558
Cl -5.80240 -1.36376 7.11438 0.0 -0.1 -0.1 0.533
Cl -5.99432 -1.15843 4.21898 0.0 0.0 0.1 0.513
Cl -3.39038 -1.27731 5.50095 -0.1 0.0 0.1 0.522
H -5.08828 -2.89772 5.49017 0.1 0.3 0.1 -0.108
C 6.74293 1.69342 -6.92754 0.0 -0.1 0.0 -1.545
Cl 7.13192 0.49254 -8.16248 0.0 0.1 0.0 0.521
Cl 5.25157 1.26474 -6.08804 0.1 0.0 -0.2 0.509
Cl 8.07441 1.85800 -5.77898 0.0 0.0 0.0 0.521
H 6.59552 2.64834 -7.41669 0.0 0.0 0.0 0.013
C -5.22429 -6.45010 6.00816 0.1 0.0 0.1 -1.527
Cl -4.50642 -7.83808 5.19083 -0.1 0.0 0.0 0.536
Cl -4.27233 -5.99546 7.42246 -0.1 0.0 0.0 0.536
Cl -5.37534 -5.08352 4.89626 -0.1 -0.3 -0.2 0.575
H -6.21710 -6.72679 6.34075 0.0 0.0 0.0 0.015
```
Forces are in eV/Å.

- E_tot (eV) = -428213.789
- frontier orbital gap (eV) = 11.00
- E_HOMO (eV) = -10.803
- largest force on an atom (eV/A) = 2.8



The molecule C14H17NO3, computed with wB97M-V/def2-TZVPD.

Structure (XYZ):
```
35
Properties=species:S:1:pos:R:3:forces:R:3:lowdin_charge:R:1
C 1.81189 -2.80825 1.43749 0.1 0.3 0.1 -0.068
H 1.97120 -2.76303 0.36264 0.0 -0.1 -0.2 0.077
H 2.62423 -3.38201 1.87763 0.1 -0.1 0.0 0.079
H 0.87933 -3.33453 1.63189 -0.1 -0.1 0.0 0.086
C 1.77061 -1.40667 2.03965 -0.2 -0.1 0.1 -0.419
C 1.65529 -1.48120 3.55905 0.1 0.1 -0.3 -0.078
H 0.73219 -1.98103 3.84476 -0.1 -0.1 0.1 0.082
H 2.49087 -2.03980 3.97409 0.1 -0.1 0.1 0.076
H 1.65806 -0.48595 3.99705 0.0 0.1 0.1 0.076
C 0.59120 -0.59874 1.46472 0.5 0.2 0.2 -0.109
C 0.77722 -0.38662 -0.01925 -0.2 -0.3 0.2 -0.403
O 1.61527 0.36206 -0.45862 0.1 0.0 0.0 0.119
C -0.15303 -1.15992 -0.93085 -0.2 0.2 -0.4 -0.011
H 0.35720 -1.38892 -1.86809 0.0 0.0 0.0 0.139
H -0.49753 -2.07927 -0.45588 0.0 0.0 0.0 0.129
C -1.39917 -0.30327 -1.29208 0.5 -0.1 0.2 -0.370
C -0.99932 1.04968 -1.81488 -0.3 0.1 0.1 -0.103
C -0.34290 1.41376 -2.96677 -0.1 0.0 0.2 0.002
C -0.06567 2.76104 -3.16696 0.1 0.0 -0.2 -0.076
C -0.43164 3.70990 -2.22823 0.0 0.0 0.0 -0.079
C -1.09512 3.35038 -1.06185 -0.1 -0.1 0.1 -0.010
C -1.37145 2.01321 -0.87426 0.3 0.0 -0.7 -0.183
N -2.02854 1.39661 0.19123 -0.1 0.4 0.4 0.193
C -2.14853 0.05914 0.00802 -0.2 -0.2 0.0 -0.407
O -2.73526 -0.72169 0.72183 0.0 -0.2 0.0 0.097
H -2.44750 1.89467 0.96169 0.0 -0.2 0.0 0.171
H -1.38030 4.09055 -0.33015 0.0 0.1 0.1 0.109
H -0.19909 4.74981 -2.40126 0.0 0.1 0.0 0.103
H 0.44773 3.07006 -4.06430 0.0 0.0 -0.1 0.101
H -0.05801 0.67210 -3.69536 0.1 -0.1 -0.1 0.124
O -2.23621 -1.00131 -2.17806 -0.1 0.0 -0.1 0.054
H -2.72630 -1.65997 -1.66794 0.0 0.0 0.0 0.111
H -0.34605 -1.11063 1.68032 -0.1 0.0 0.0 0.115
H 0.58480 0.38158 1.94681 -0.1 0.0 0.0 0.131
H 2.69457 -0.88173 1.77592 -0.1 0.0 0.0 0.139
```
Forces are in eV/Å.

- SMILES string = CC(C)CC(=O)C[C@@]1(O)C(=O)Nc2ccccc21
- E_tot (eV) = -22427.308
- frontier orbital gap (eV) = 9.45
- E_HOMO (eV) = -8.705
- largest force on an atom (eV/A) = 0.7



A cluster of 2 separate species, C4H10N3 in total in a non-equilibrium geometry, computed with wB97M-V/def2-TZVPD.

Structure (XYZ):
```
17
Properties=species:S:1:pos:R:3:forces:R:3:lowdin_charge:R:1
C 1.69644 1.49253 -0.44388 0.9 -0.1 -0.9 -0.061
C 1.03634 -0.75067 0.23349 1.7 5.2 -1.6 -0.230
C -1.42902 0.42958 -0.99107 -0.3 -0.1 -0.8 -0.057
C -1.62426 -0.30419 1.21594 0.3 -1.4 1.4 0.065
N 1.72354 0.15156 -0.11316 -1.4 -2.6 1.0 0.109
N 0.99933 -1.94536 0.53688 -3.9 -4.4 0.6 0.240
N -0.94180 -0.20314 0.16865 -0.8 -1.0 0.6 -0.087
H 1.54355 1.44054 -1.51485 0.5 1.1 -0.4 0.112
H 2.66910 1.73376 -0.10007 1.0 1.7 -0.5 0.098
H -0.70556 1.16837 -1.07814 0.6 2.2 -0.9 0.051
H -2.44755 0.76414 -1.01894 -0.5 0.5 0.8 0.107
H -1.35649 -0.14549 -1.87963 0.5 -1.1 -0.6 0.100
H 0.96462 2.08405 0.03574 -0.9 0.5 0.7 0.087
H -1.06983 -0.83272 1.97599 -0.1 0.0 0.8 0.085
H -2.67316 -0.11113 1.49866 0.4 0.5 -0.9 0.125
H 1.53028 -2.63443 0.93694 3.1 -0.9 1.2 0.129
H 0.08445 -2.33739 0.53745 -1.0 -0.2 -0.4 0.129
```
Forces are in eV/Å.

- E_tot (eV) = -8770.552
- total charge = +1
- frontier orbital gap (eV) = 11.01
- E_HOMO (eV) = -14.474
- largest force on an atom (eV/A) = 5.8



The ion C4H7N4O with charge +1 in a non-equilibrium geometry, computed with wB97M-V/def2-TZVPD.

Structure (XYZ):
```
16
Properties=species:S:1:pos:R:3:forces:R:3:lowdin_charge:R:1
C 0.87564 1.41410 0.08516 2.8 2.4 0.3 -0.030
C -0.87260 0.10485 0.08647 6.2 -0.5 -1.0 -0.088
C -2.30600 -0.20096 0.09944 0.7 0.3 -1.9 -0.534
C 2.62457 -0.36839 -0.01802 2.9 0.3 0.3 0.001
N 0.30895 -0.70286 -0.09883 -5.5 1.6 1.5 0.197
N -0.45070 1.43509 0.09776 -2.9 -0.8 0.0 0.175
N 1.29531 0.15346 -0.00079 -1.2 0.7 -0.9 -0.200
N -2.52820 -1.49246 -0.02050 -2.3 -3.2 -0.1 0.193
O -2.99849 0.77771 -0.02931 -1.3 0.4 0.9 0.108
H 1.65330 2.29227 0.19836 -2.1 -1.8 -0.4 0.213
H 2.73040 -1.37456 -0.46749 -0.8 0.7 0.1 0.111
H 3.28603 0.32588 -0.66338 -0.9 -1.0 1.6 0.136
H 2.91525 -0.49741 1.07337 0.2 0.5 -1.5 0.130
H -1.28419 2.17552 0.01759 2.6 -1.6 0.5 0.258
H -1.73663 -2.08510 -0.33486 -0.9 0.5 0.7 0.132
H -3.51262 -1.95715 -0.02496 2.5 1.5 -0.1 0.196
```
Forces are in eV/Å.

- SMILES string = C[n+]1c[nH]c(C(N)=O)n1
- E_tot (eV) = -12261.679
- total charge = +1
- frontier orbital gap (eV) = 10.45
- E_HOMO (eV) = -14.712
- largest force on an atom (eV/A) = 6.4



Copy entry 4 word for word.
The ion C4H7N4O with charge +1 in a non-equilibrium geometry, computed with wB97M-V/def2-TZVPD.

Structure (XYZ):
```
16
Properties=species:S:1:pos:R:3:forces:R:3:lowdin_charge:R:1
C 0.87564 1.41410 0.08516 2.8 2.4 0.3 -0.030
C -0.87260 0.10485 0.08647 6.2 -0.5 -1.0 -0.088
C -2.30600 -0.20096 0.09944 0.7 0.3 -1.9 -0.534
C 2.62457 -0.36839 -0.01802 2.9 0.3 0.3 0.001
N 0.30895 -0.70286 -0.09883 -5.5 1.6 1.5 0.197
N -0.45070 1.43509 0.09776 -2.9 -0.8 0.0 0.175
N 1.29531 0.15346 -0.00079 -1.2 0.7 -0.9 -0.200
N -2.52820 -1.49246 -0.02050 -2.3 -3.2 -0.1 0.193
O -2.99849 0.77771 -0.02931 -1.3 0.4 0.9 0.108
H 1.65330 2.29227 0.19836 -2.1 -1.8 -0.4 0.213
H 2.73040 -1.37456 -0.46749 -0.8 0.7 0.1 0.111
H 3.28603 0.32588 -0.66338 -0.9 -1.0 1.6 0.136
H 2.91525 -0.49741 1.07337 0.2 0.5 -1.5 0.130
H -1.28419 2.17552 0.01759 2.6 -1.6 0.5 0.258
H -1.73663 -2.08510 -0.33486 -0.9 0.5 0.7 0.132
H -3.51262 -1.95715 -0.02496 2.5 1.5 -0.1 0.196
```
Forces are in eV/Å.

- SMILES string = C[n+]1c[nH]c(C(N)=O)n1
- E_tot (eV) = -12261.679
- total charge = +1
- frontier orbital gap (eV) = 10.45
- E_HOMO (eV) = -14.712
- largest force on an atom (eV/A) = 6.4



Question: What is the formula in the first record?
Answer: C16H19Cl31O6S



Repeat the second record exactly.
The molecule C14H17NO3, computed with wB97M-V/def2-TZVPD.

Structure (XYZ):
```
35
Properties=species:S:1:pos:R:3:forces:R:3:lowdin_charge:R:1
C 1.81189 -2.80825 1.43749 0.1 0.3 0.1 -0.068
H 1.97120 -2.76303 0.36264 0.0 -0.1 -0.2 0.077
H 2.62423 -3.38201 1.87763 0.1 -0.1 0.0 0.079
H 0.87933 -3.33453 1.63189 -0.1 -0.1 0.0 0.086
C 1.77061 -1.40667 2.03965 -0.2 -0.1 0.1 -0.419
C 1.65529 -1.48120 3.55905 0.1 0.1 -0.3 -0.078
H 0.73219 -1.98103 3.84476 -0.1 -0.1 0.1 0.082
H 2.49087 -2.03980 3.97409 0.1 -0.1 0.1 0.076
H 1.65806 -0.48595 3.99705 0.0 0.1 0.1 0.076
C 0.59120 -0.59874 1.46472 0.5 0.2 0.2 -0.109
C 0.77722 -0.38662 -0.01925 -0.2 -0.3 0.2 -0.403
O 1.61527 0.36206 -0.45862 0.1 0.0 0.0 0.119
C -0.15303 -1.15992 -0.93085 -0.2 0.2 -0.4 -0.011
H 0.35720 -1.38892 -1.86809 0.0 0.0 0.0 0.139
H -0.49753 -2.07927 -0.45588 0.0 0.0 0.0 0.129
C -1.39917 -0.30327 -1.29208 0.5 -0.1 0.2 -0.370
C -0.99932 1.04968 -1.81488 -0.3 0.1 0.1 -0.103
C -0.34290 1.41376 -2.96677 -0.1 0.0 0.2 0.002
C -0.06567 2.76104 -3.16696 0.1 0.0 -0.2 -0.076
C -0.43164 3.70990 -2.22823 0.0 0.0 0.0 -0.079
C -1.09512 3.35038 -1.06185 -0.1 -0.1 0.1 -0.010
C -1.37145 2.01321 -0.87426 0.3 0.0 -0.7 -0.183
N -2.02854 1.39661 0.19123 -0.1 0.4 0.4 0.193
C -2.14853 0.05914 0.00802 -0.2 -0.2 0.0 -0.407
O -2.73526 -0.72169 0.72183 0.0 -0.2 0.0 0.097
H -2.44750 1.89467 0.96169 0.0 -0.2 0.0 0.171
H -1.38030 4.09055 -0.33015 0.0 0.1 0.1 0.109
H -0.19909 4.74981 -2.40126 0.0 0.1 0.0 0.103
H 0.44773 3.07006 -4.06430 0.0 0.0 -0.1 0.101
H -0.05801 0.67210 -3.69536 0.1 -0.1 -0.1 0.124
O -2.23621 -1.00131 -2.17806 -0.1 0.0 -0.1 0.054
H -2.72630 -1.65997 -1.66794 0.0 0.0 0.0 0.111
H -0.34605 -1.11063 1.68032 -0.1 0.0 0.0 0.115
H 0.58480 0.38158 1.94681 -0.1 0.0 0.0 0.131
H 2.69457 -0.88173 1.77592 -0.1 0.0 0.0 0.139
```
Forces are in eV/Å.

- SMILES string = CC(C)CC(=O)C[C@@]1(O)C(=O)Nc2ccccc21
- E_tot (eV) = -22427.308
- frontier orbital gap (eV) = 9.45
- E_HOMO (eV) = -8.705
- largest force on an atom (eV/A) = 0.7



Question: Which of these has the highest frontier orbital gap?
Answer: C4H10N3